# C6H9I

A molecular structure, C6H9I at a distorted geometry (ωB97M-V/def2-TZVPD, OMol25).

XYZ file:
```
16
C6H9I ωB97M-V/def2-TZVPD
C 1.755 -0.123 -1.522
C 1.156 -1.311 -1.673
C 0.577 0.543 -0.783
C -0.036 -0.795 -0.968
C 0.775 1.003 0.649
C -1.175 -1.247 -0.438
I -2.672 1.454 3.632
H 2.602 0.265 -1.971
H 1.345 -2.211 -2.251
H 0.112 1.379 -1.428
H -0.249 0.728 1.074
H 0.999 2.114 0.553
H 1.583 0.395 1.147
H -3.416 0.512 4.582
H -1.748 -0.529 0.045
H -1.607 -2.176 -0.650
```

## Properties
relative energy (zero: lowest compared OMol25 entry of this formula, charge and spin) = 1.5281 eV
spin multiplicity = 1
Kohn-Sham gap = 9.49 eV

Atomic partial charges in e from the natural (NBO) method, atoms 1 to 2: number 1, C, carries -0.1300; number 2, C, carries -0.2331